No. 1
65
Properties=species:S:1:pos:R:3:mulliken_charge:R:1 method="wB97M-V/def2-TZVPD" homo_energy_ev=-4.57 de_lowest_kj_mol=100.2 orbital_gap_ev=6.56 spin_multiplicity=1 charge=-1 energy_ev=-41010.415
O -33.3442 32.0197 -6.3006 -0.240
C -34.4023 32.8068 -6.6047 0.505
O -34.4982 33.4857 -7.6525 -0.819
O -35.3055 32.9089 -5.7125 -0.709
H -33.5591 31.6658 -5.4192 0.243
C -36.4477 34.3221 -2.5262 -0.691
C -37.5009 35.3073 -2.9932 0.474
O -37.7181 35.4908 -4.1681 -0.567
N -38.1189 35.9670 -1.9861 -0.185
C -39.1633 36.9674 -2.1711 -0.866
H -36.9816 33.3933 -2.2950 0.203
H -35.9801 34.6506 -1.5961 0.420
H -35.7384 34.0574 -3.3076 0.102
H -37.7945 35.8425 -1.0449 0.226
H -38.8332 37.8311 -2.7492 0.268
H -39.4819 37.3747 -1.2124 0.333
H -40.0046 36.4795 -2.6614 0.258
C -39.6219 30.4833 -4.2735 -1.237
C -38.4591 31.3406 -4.7964 0.656
O -38.7338 32.4373 -5.2336 -0.579
N -37.1899 30.8538 -4.7488 0.298
C -36.7934 29.5573 -4.3023 -0.980
H -40.3216 31.2265 -3.9021 0.317
H -39.3952 29.7522 -3.4916 0.372
H -40.0698 29.8421 -5.0349 0.280
H -36.4125 31.4524 -5.0488 0.050
H -37.5366 28.7600 -4.3920 0.425
H -36.4689 29.5245 -3.2532 0.306
H -35.9628 29.1367 -4.8775 0.181
C -32.7557 28.6649 -4.7149 -1.394
C -33.3247 29.6422 -3.7110 0.630
O -33.1986 30.8579 -3.8195 -0.607
N -33.7506 29.0706 -2.5736 0.024
C -34.1015 29.8746 -1.4085 -0.739
H -32.1696 29.0708 -5.5365 0.270
H -33.5813 28.1793 -5.2446 0.386
H -32.1531 27.9205 -4.1943 0.452
H -33.6774 28.0853 -2.3931 0.222
H -33.1810 30.2281 -0.9365 0.228
H -34.6635 29.3374 -0.6474 0.370
H -34.6836 30.7490 -1.6927 0.169
C -30.1752 32.1745 -4.9568 -0.534
C -29.6147 31.6638 -3.6556 0.568
O -28.5139 32.1171 -3.3396 -0.692
N -30.3643 30.9098 -2.8368 -0.152
C -30.1093 30.7740 -1.4170 -1.157
H -29.5089 31.8190 -5.7469 0.257
H -30.1971 33.2565 -5.0307 0.321
H -31.1495 31.7408 -5.1830 0.042
H -31.2552 30.5104 -3.0960 0.243
H -30.7219 31.4517 -0.8247 0.287
H -29.0459 30.7359 -1.1918 0.352
H -30.3864 29.7438 -1.1589 0.367
C -34.2654 32.2737 -11.1540 -0.862
C -32.8266 31.9692 -10.7640 0.670
O -32.1484 31.2591 -11.5030 -0.708
N -32.3510 32.5361 -9.6405 -0.018
C -31.0044 32.2999 -9.1657 -0.986
H -34.3240 32.6683 -12.1660 0.305
H -34.6682 33.0398 -10.4876 0.268
H -34.8528 31.3632 -11.0568 0.215
H -33.0243 33.1002 -9.1313 0.221
H -30.2766 32.8004 -9.8147 0.353
H -30.7175 31.2506 -9.1858 0.280
H -30.9023 32.7994 -8.2051 0.304


No. 2
66
Properties=species:S:1:pos:R:3:mulliken_charge:R:1 method="wB97M-V/def2-TZVPD" homo_energy_ev=-8.65 de_lowest_kj_mol=296.9 orbital_gap_ev=8.77 spin_multiplicity=1 charge=0 energy_ev=-80986.037
C 5.7887 1.1552 4.7861 -1.331
C 5.4002 1.4931 6.2020 0.465
C 5.9353 2.7700 6.7196 -0.516
O 4.8814 3.5353 7.2204 -0.319
C 3.7710 2.9486 6.8866 0.701
O 2.6864 3.3902 7.2184 -0.594
O 3.9881 1.8189 6.2278 -0.332
H 5.3546 0.1795 4.5678 0.336
H 6.8773 1.1600 4.7319 0.369
H 5.4262 1.9524 4.1370 0.344
H 5.5188 0.6487 6.8809 0.300
H 6.4454 3.4093 5.9990 0.295
H 6.5852 2.6438 7.5854 0.282
C -2.2640 -2.4841 -7.1338 -1.382
C -3.6629 -2.8699 -6.5726 0.379
C -3.6241 -2.7972 -5.1470 -0.382
O -4.2391 -1.6092 -4.7724 -0.294
C -4.7445 -1.0617 -5.8834 0.640
O -5.4419 -0.0158 -5.9003 -0.581
O -4.5181 -1.8741 -6.9423 -0.332
H -2.3237 -2.5681 -8.2189 0.374
H -1.5125 -3.2266 -6.8651 0.387
H -1.9314 -1.4642 -6.9407 0.331
H -3.8982 -3.8310 -7.0298 0.317
H -2.6626 -2.5224 -4.7133 0.248
H -3.9010 -3.7464 -4.6882 0.295
C -1.7217 4.6042 2.4740 -0.887
S -2.9015 4.1853 3.8509 0.493
O -4.3142 4.1399 3.2873 -0.613
C -2.4397 2.4460 4.0253 -0.863
H -1.7429 3.9145 1.6302 0.308
H -0.7145 4.5129 2.8805 0.340
H -1.9683 5.6173 2.1563 0.295
H -1.4407 2.3244 4.4439 0.346
H -2.3832 2.0477 3.0122 0.264
H -3.2498 1.9037 4.5128 0.319
C 3.0346 -1.9297 -1.3161 -0.946
S 1.6270 -1.2904 -0.3244 0.501
O 0.5392 -0.7268 -1.1857 -0.590
C 1.1052 -2.9886 0.1860 -0.922
H 3.3819 -1.1174 -1.9545 0.332
H 2.5935 -2.6128 -2.0420 0.315
H 3.8591 -2.2336 -0.6712 0.341
H 0.1679 -3.0223 0.7414 0.320
H 1.8618 -3.4010 0.8535 0.347
H 1.0097 -3.6703 -0.6591 0.300
C -5.1796 -6.9486 3.1116 -0.860
S -6.4638 -7.5697 1.9337 0.498
O -5.8827 -7.5397 0.4980 -0.613
C -6.3151 -9.3210 2.4595 -0.909
H -5.2332 -5.8637 3.0215 0.309
H -4.1708 -7.1178 2.7352 0.308
H -5.3452 -7.3789 4.0994 0.309
H -5.4204 -9.7911 2.0513 0.312
H -7.1584 -9.9013 2.0849 0.315
H -6.3613 -9.4769 3.5373 0.332
C 3.2001 5.8182 -4.5832 -0.853
S 3.2847 7.1155 -5.8410 0.481
O 1.9906 7.9451 -5.8138 -0.613
C 4.6111 8.2364 -5.1992 -0.870
H 2.3709 5.1538 -4.8265 0.300
H 3.1055 6.2261 -3.5769 0.302
H 4.1497 5.2832 -4.5720 0.328
H 4.9701 8.8953 -5.9898 0.310
H 5.5103 7.6732 -4.9495 0.324
H 4.0997 8.8244 -4.4370 0.290


No. 3
76
Properties=species:S:1:pos:R:3:mulliken_charge:R:1 method="wB97M-V/def2-TZVPD" homo_energy_ev=-6.76 orbital_gap_ev=1.38 spin_multiplicity=1 charge=0 energy_ev=-92836.316
C -0.9258 2.6792 -0.7056 -1.027
C -0.5386 1.7395 0.4324 -0.280
N 0.1035 2.4649 1.5386 0.262
B 0.9608 2.0512 2.5604 0.303
S 2.0326 0.4691 2.3363 -0.987
C 1.1022 2.7685 3.9412 -0.533
C 0.7542 4.2698 4.0235 -0.772
C 1.4378 5.1437 2.9672 -0.106
N 1.1970 6.5581 3.2565 -0.644
H -0.1968 3.4948 -0.7893 0.402
H -1.9233 3.1174 -0.5672 0.272
H -0.9282 2.1305 -1.6518 0.118
H -1.4305 1.2344 0.8288 0.262
H 0.1592 0.9753 0.0729 0.140
H -0.5636 3.1316 1.9257 0.133
H 3.1627 0.9652 1.8283 0.280
H 2.0973 2.6346 4.3878 0.322
H 0.4144 2.2510 4.6380 0.343
H -0.3370 4.4316 3.9983 0.380
H 1.0871 4.6064 5.0111 0.262
H 1.1070 4.8594 1.9551 0.148
H 2.5232 4.9711 3.0259 0.189
H 1.3923 7.1195 2.4336 0.239
H 0.2102 6.7097 3.4491 0.216
C 0.3509 -3.5721 -1.7845 -0.966
C 0.8820 -2.1557 -1.7397 0.622
O 0.8679 -1.4612 -2.9704 -0.412
C -0.3255 -0.8095 -3.3112 0.102
O -0.8030 -0.0019 -2.3929 -0.264
C -1.4550 -1.7871 -3.7814 0.613
F -1.0458 -2.7700 -4.5676 -0.287
F -2.3242 -1.0178 -4.5538 -0.482
F -2.2184 -2.3117 -2.8153 -0.240
H 0.7031 -4.1036 -2.6704 0.323
H 0.6994 -4.0764 -0.8861 0.146
H -0.7360 -3.6109 -1.7715 0.246
H 1.9259 -2.1817 -1.4283 0.292
H 0.3328 -1.5527 -0.9662 -0.226
H -0.0380 -0.3228 -4.2741 0.063
Al -1.9555 -1.1386 -7.2484 0.670
C 0.9009 3.9060 7.8119 -0.587
O 1.5586 3.1482 6.9105 -0.509
H 0.4266 3.3115 8.6168 0.239
H 1.6179 4.5596 8.3658 0.227
H 0.1506 4.5861 7.3710 0.229
O 0.3529 -2.6553 0.9459 -0.547
H 0.4812 -1.6960 0.9892 0.203
C 4.1364 -6.5345 0.0800 -1.026
S 2.9872 -5.2293 0.5411 0.637
O 3.4184 -4.0197 -0.2057 -0.577
C 3.6232 -4.9954 2.2149 -0.891
H 3.9395 -6.7672 -0.9650 0.332
H 5.1546 -6.1638 0.1948 0.311
H 3.9637 -7.4170 0.6962 0.372
H 4.6695 -4.7038 2.1204 0.330
H 3.5250 -5.8933 2.8242 0.398
H 3.0347 -4.1882 2.6453 0.132
Cl -3.9080 -1.1204 -8.6397 -0.583
Cs 2.1324 -0.8533 4.3004 1.006
Cs -5.7407 0.3529 -7.3664 1.006
O -5.9107 0.9176 -2.8366 -0.652
C -5.1555 0.7289 -1.9202 0.393
O -5.5693 0.7990 -0.6333 -0.398
C -4.4488 0.6207 0.2559 -0.466
C -3.3990 -0.1187 -0.5672 0.117
C -3.6824 0.4104 -1.9646 0.478
H -4.1069 1.6111 0.5684 0.231
H -4.8063 0.0790 1.1285 0.354
H -2.3775 0.0538 -0.2319 -0.359
H -3.5887 -1.1926 -0.5323 0.315
H -3.1310 1.3276 -2.1833 0.141
H -3.4826 -0.2978 -2.7577 -0.226
N 1.4340 -2.5930 -7.9392 0.930
O 1.2375 -3.2579 -8.9634 -0.573
O 1.2391 -1.3504 -7.9559 -0.581
O 1.7907 -3.1335 -6.8845 -0.534


No. 4
71
Properties=species:S:1:pos:R:3:mulliken_charge:R:1 method="wB97M-V/def2-TZVPD" homo_energy_ev=-11.47 orbital_gap_ev=5.86 spin_multiplicity=1 charge=+1 energy_ev=-101546.390
N -3.1790 -4.9809 2.5269 -0.396
B -1.8108 -5.3900 2.2146 0.380
O -0.6929 -4.8463 2.8669 -0.494
N -1.4507 -6.4352 1.1383 -0.402
S -2.2461 -7.9794 1.5450 -0.031
I -2.0935 -5.6987 -0.7081 0.500
H -3.8369 -5.7536 2.5544 0.252
H -3.5129 -4.2100 1.9575 0.256
H -0.9164 -4.7972 3.8054 0.335
H -0.4428 -6.6358 1.1408 0.406
H -2.1011 -8.0505 2.9247 0.216
C -1.8425 0.2299 -1.5565 -0.480
C -1.6509 -0.5509 -0.2530 0.016
C -1.6967 -2.0405 -0.5999 -0.329
S -1.1271 -2.1787 -2.2961 0.969
O -2.2257 -2.6573 -3.1092 -0.656
O 0.1677 -2.8263 -2.3089 -0.619
C -0.9149 -0.4314 -2.5727 -0.427
H -1.6108 1.2838 -1.4327 0.519
H -2.8789 0.1497 -1.8913 0.107
H -0.6768 -0.3038 0.1786 -0.360
H -2.4066 -0.2988 0.4852 0.261
H -1.0432 -2.6265 0.0469 0.193
H -2.7150 -2.4310 -0.5531 0.254
H -1.1647 -0.1881 -3.6044 0.546
H 0.1324 -0.1877 -2.3685 0.113
C -6.7178 2.7852 0.0097 -0.563
C -7.0947 1.3437 -0.3455 -0.715
C -5.7923 0.5460 -0.4661 -0.610
S -4.6098 1.3546 0.6114 1.198
O -3.5510 1.9092 -0.2013 -0.595
O -4.3332 0.5000 1.7458 -0.723
C -5.6864 2.6810 1.1274 -0.780
H -7.5859 3.3658 0.3203 0.358
H -6.2766 3.2770 -0.8614 0.287
H -7.7124 0.9220 0.4516 0.295
H -7.6730 1.2930 -1.2681 0.352
H -5.9193 -0.4874 -0.1480 0.406
H -5.3968 0.5756 -1.4814 0.325
H -5.1078 3.5921 1.2673 0.404
H -6.1523 2.3836 2.0677 0.350
C 3.8060 -2.0037 0.5147 -0.684
C 2.8573 -1.1278 1.3394 -0.565
C 2.7779 0.2374 0.6500 -0.530
S 3.0917 -0.0637 -1.0883 1.079
O 4.3317 0.5798 -1.4496 -0.663
O 1.8716 0.1456 -1.8378 -0.744
C 3.3853 -1.8169 -0.9392 -0.463
H 3.7539 -3.0507 0.8141 0.384
H 4.8356 -1.6636 0.6531 0.312
H 1.8645 -1.5878 1.3621 0.114
H 3.1944 -1.0270 2.3712 0.407
H 1.7952 0.6924 0.7641 0.473
H 3.5468 0.9180 1.0176 0.203
H 4.1473 -2.1255 -1.6522 0.435
H 2.4445 -2.3302 -1.1486 0.123
C 5.1259 4.7642 -1.4195 -0.796
C 6.6302 4.8824 -1.1544 -0.643
C 6.8193 5.0439 0.3577 -0.656
S 5.4238 4.2233 1.1252 1.163
O 4.6210 5.2142 1.8020 -0.672
O 5.8788 3.0234 1.7915 -0.678
C 4.6039 3.7674 -0.3922 -0.351
H 4.9186 4.4350 -2.4378 0.345
H 4.6471 5.7365 -1.2745 0.339
H 7.1315 3.9718 -1.4924 0.293
H 7.0712 5.7189 -1.6971 0.347
H 7.7416 4.5803 0.7026 0.354
H 6.7972 6.0916 0.6554 0.352
H 3.5244 3.8146 -0.2573 0.535
H 4.9078 2.7499 -0.6401 0.070


Copy entry 1 word for word.
65
Properties=species:S:1:pos:R:3:mulliken_charge:R:1 method="wB97M-V/def2-TZVPD" homo_energy_ev=-4.57 de_lowest_kj_mol=100.2 orbital_gap_ev=6.56 spin_multiplicity=1 charge=-1 energy_ev=-41010.415
O -33.3442 32.0197 -6.3006 -0.240
C -34.4023 32.8068 -6.6047 0.505
O -34.4982 33.4857 -7.6525 -0.819
O -35.3055 32.9089 -5.7125 -0.709
H -33.5591 31.6658 -5.4192 0.243
C -36.4477 34.3221 -2.5262 -0.691
C -37.5009 35.3073 -2.9932 0.474
O -37.7181 35.4908 -4.1681 -0.567
N -38.1189 35.9670 -1.9861 -0.185
C -39.1633 36.9674 -2.1711 -0.866
H -36.9816 33.3933 -2.2950 0.203
H -35.9801 34.6506 -1.5961 0.420
H -35.7384 34.0574 -3.3076 0.102
H -37.7945 35.8425 -1.0449 0.226
H -38.8332 37.8311 -2.7492 0.268
H -39.4819 37.3747 -1.2124 0.333
H -40.0046 36.4795 -2.6614 0.258
C -39.6219 30.4833 -4.2735 -1.237
C -38.4591 31.3406 -4.7964 0.656
O -38.7338 32.4373 -5.2336 -0.579
N -37.1899 30.8538 -4.7488 0.298
C -36.7934 29.5573 -4.3023 -0.980
H -40.3216 31.2265 -3.9021 0.317
H -39.3952 29.7522 -3.4916 0.372
H -40.0698 29.8421 -5.0349 0.280
H -36.4125 31.4524 -5.0488 0.050
H -37.5366 28.7600 -4.3920 0.425
H -36.4689 29.5245 -3.2532 0.306
H -35.9628 29.1367 -4.8775 0.181
C -32.7557 28.6649 -4.7149 -1.394
C -33.3247 29.6422 -3.7110 0.630
O -33.1986 30.8579 -3.8195 -0.607
N -33.7506 29.0706 -2.5736 0.024
C -34.1015 29.8746 -1.4085 -0.739
H -32.1696 29.0708 -5.5365 0.270
H -33.5813 28.1793 -5.2446 0.386
H -32.1531 27.9205 -4.1943 0.452
H -33.6774 28.0853 -2.3931 0.222
H -33.1810 30.2281 -0.9365 0.228
H -34.6635 29.3374 -0.6474 0.370
H -34.6836 30.7490 -1.6927 0.169
C -30.1752 32.1745 -4.9568 -0.534
C -29.6147 31.6638 -3.6556 0.568
O -28.5139 32.1171 -3.3396 -0.692
N -30.3643 30.9098 -2.8368 -0.152
C -30.1093 30.7740 -1.4170 -1.157
H -29.5089 31.8190 -5.7469 0.257
H -30.1971 33.2565 -5.0307 0.321
H -31.1495 31.7408 -5.1830 0.042
H -31.2552 30.5104 -3.0960 0.243
H -30.7219 31.4517 -0.8247 0.287
H -29.0459 30.7359 -1.1918 0.352
H -30.3864 29.7438 -1.1589 0.367
C -34.2654 32.2737 -11.1540 -0.862
C -32.8266 31.9692 -10.7640 0.670
O -32.1484 31.2591 -11.5030 -0.708
N -32.3510 32.5361 -9.6405 -0.018
C -31.0044 32.2999 -9.1657 -0.986
H -34.3240 32.6683 -12.1660 0.305
H -34.6682 33.0398 -10.4876 0.268
H -34.8528 31.3632 -11.0568 0.215
H -33.0243 33.1002 -9.1313 0.221
H -30.2766 32.8004 -9.8147 0.353
H -30.7175 31.2506 -9.1858 0.280
H -30.9023 32.7994 -8.2051 0.304